No. 1
The following is a DFT calculation (the ωB97M-V functional and the def2-TZVPD basis) of a 3-piece molecular cluster, C4H15NO2 overall at a distorted geometry.

Properties
net charge	+1
gap between HOMO and LUMO (alpha / beta)	10.43 / 4.54	eV
ΔE to the lowest compared entry with this formula, charge and spin	59.2	kcal per mole
multiplicity	2
maximum force	6.96	eV Å⁻¹

Each line ends with the natural charge from an NBO analysis.
Atoms and positions in Å:
C  1.72780  0.90530  -0.10599  -0.295
N  0.56960  0.40701  -0.91282  -0.167
C  1.08995  0.16600  -2.28998  -0.282
C  0.30406  0.58847  -3.53703  -0.627
C  1.42985  0.82489  1.41298  -0.663
H  2.11679  1.95964  -0.37211  0.288
H  2.64073  0.25074  -0.32228  0.244
H  -0.04264  1.28362  -1.00016  0.425
H  1.53485  -0.87685  -2.30093  0.284
H  2.10092  0.76239  -2.45174  0.301
H  0.91371  0.19784  -4.30736  0.255
H  0.37222  1.66081  -3.61881  0.233
H  -0.71271  0.13591  -3.37501  0.251
H  0.56135  1.39485  1.81426  0.238
H  1.12605  -0.23885  1.68798  0.234
H  2.33067  1.00642  2.06925  0.268
H  -1.82383  -1.77440  3.31792  0.450
H  -1.87500  -1.60642  4.77789  0.467
O  -2.55862  -1.67975  4.05451  -0.916
H  -2.25633  -0.38870  1.32315  0.483
H  -1.34858  -0.47604  0.09258  0.433
O  -2.05831  -0.95125  0.46741  -0.905

***

No. 2
The following is a DFT calculation (the ωB97M-V functional and the def2-TZVPD basis) of a 3-piece molecular cluster, C4H15NO2 overall at a distorted geometry.

Properties
net charge	+1
gap between HOMO and LUMO (alpha / beta)	12.30 / 7.17	eV
ΔE to the lowest compared entry with this formula, charge and spin	7.6	kcal per mole
multiplicity	2
maximum force	3.19	eV Å⁻¹

Each line ends with the natural charge from an NBO analysis.
Atoms and positions in Å:
C  -1.55328  -0.99633  -1.09394  -0.615
C  -0.59514  -1.53106  -0.05126  -0.415
C  0.64384  -0.64508  0.15357  -0.295
N  0.38762  0.63230  0.77331  -0.130
C  1.52648  1.51285  1.00858  -0.464
H  -1.02155  -0.87175  -2.03715  0.205
H  -2.38818  -1.66744  -1.26768  0.253
H  -1.97691  -0.05712  -0.73011  0.200
H  -1.08127  -1.78246  0.89093  0.233
H  -0.18723  -2.50047  -0.31963  0.241
H  1.37069  -1.24066  0.71315  0.249
H  0.97075  -0.37092  -0.86528  0.307
H  -0.29863  1.16420  0.21435  0.420
H  2.11242  1.12290  1.84160  0.256
H  2.10177  1.52345  0.07533  0.273
H  1.19662  2.52016  1.24992  0.256
H  -0.91410  -0.14521  3.91424  0.489
H  -0.49936  0.03758  2.45630  0.438
O  -1.06075  0.41449  3.14177  -0.909
H  -0.04879  0.32815  -3.52904  0.483
H  0.60738  1.74823  -3.35714  0.489
O  0.70761  0.80419  -3.18182  -0.964

***

No. 3
The following is a DFT calculation (the ωB97M-V functional and the def2-TZVPD basis) of a 3-piece molecular cluster, C4H15NO2S2 overall at a distorted geometry.

Properties
gap between HOMO and LUMO	9.11	eV
ΔE to the lowest compared entry with this formula, charge and spin	24.1	kcal per mole
maximum force	3.33	eV Å⁻¹

Each line ends with the natural charge from an NBO analysis.
Atoms and positions in Å:
C  2.75861  -0.02479  -2.00863  -0.642
C  3.13524  -0.17448  -0.57656  -0.243
N  2.14188  0.05964  0.49863  -0.631
C  1.04035  1.00400  0.09431  -0.240
C  -0.04618  1.47765  1.02080  -0.579
S  -0.30160  0.41971  2.44266  0.135
S  -2.23150  -0.20740  2.22018  -0.158
H  2.29352  0.91302  -2.35678  0.213
H  2.14013  -0.82183  -2.43684  0.194
H  3.65661  -0.24458  -2.60209  0.229
H  3.99702  0.33912  -0.16009  0.205
H  3.46751  -1.24480  -0.51459  0.197
H  1.75891  -0.82776  0.79199  0.356
H  1.67582  1.76143  -0.39188  0.203
H  0.55518  0.47545  -0.74185  0.163
H  0.17316  2.48538  1.47391  0.226
H  -0.97933  1.76053  0.50775  0.249
H  -2.95544  0.92236  2.47550  0.124
O  0.23976  -1.69264  -4.88842  -0.935
H  0.74435  -1.75691  -4.07791  0.465
H  -0.65579  -1.95953  -4.65377  0.470
O  -3.32025  -0.70574  -1.87683  -0.985
H  -2.57496  -0.37774  -2.36404  0.488
H  -3.36424  -0.74984  -0.92560  0.497

***

No. 4
The following is a DFT calculation (the ωB97M-V functional and the def2-TZVPD basis) of a 4-piece molecular cluster, C4H15NO3 overall at a distorted geometry.

Properties
gap between HOMO and LUMO	8.82	eV
ΔE to the lowest compared entry with this formula, charge and spin	21.6	kcal per mole
maximum force	1.48	eV Å⁻¹

Each line ends with the natural charge from an NBO analysis.
Atoms and positions in Å:
C  -2.87888  0.17039  1.56914  -0.626
C  -2.19603  -0.64996  0.48948  -0.261
C  -1.26313  -0.05912  -0.24792  -0.029
N  -0.72198  -0.54128  -1.45579  -0.661
C  0.20635  0.39328  -2.08398  -0.420
H  -2.71511  1.22135  1.37616  0.212
H  -3.95422  0.02672  1.41417  0.209
H  -2.63083  -0.10773  2.59032  0.207
H  -2.36363  -1.72359  0.53805  0.203
H  -0.84738  0.88710  0.09732  0.207
H  -1.42501  -0.92687  -2.06555  0.389
H  -0.21978  1.34314  -2.41703  0.190
H  0.98943  0.60729  -1.36476  0.202
H  0.68131  -0.04354  -2.96710  0.201
O  2.86698  0.09402  0.86811  -0.986
H  2.54357  -0.72498  0.43200  0.503
H  2.83211  -0.17498  1.79380  0.471
O  1.43022  -1.99978  -0.17893  -0.977
H  0.83649  -1.45830  -0.74618  0.500
H  1.76114  -2.70804  -0.73891  0.477
O  1.12543  2.44413  0.76780  -0.974
H  1.68778  1.65977  0.62473  0.496
H  1.53869  2.88771  1.51376  0.466

***

No. 5
The following is a DFT calculation (the ωB97M-V functional and the def2-TZVPD basis) of a 4-piece molecular cluster, C4H15NO3 overall at a distorted geometry.

Properties
gap between HOMO and LUMO	9.55	eV
ΔE to the lowest compared entry with this formula, charge and spin	51.3	kcal per mole
maximum force	2.71	eV Å⁻¹

Each line ends with the natural charge from an NBO analysis.
Atoms and positions in Å:
C  -3.70569  0.69510  -0.85276  -0.390
C  -2.93745  0.02587  0.00573  -0.181
C  -1.77877  0.54072  0.82831  -0.269
N  -0.84971  -0.48424  1.27969  -0.652
C  -0.00789  0.00386  2.37792  -0.426
H  -4.70485  0.41876  -1.20998  0.200
H  -3.53827  1.66958  -1.23950  0.191
H  -3.25548  -0.99238  0.21366  0.181
H  -2.28108  1.09158  1.63742  0.182
H  -1.23196  1.23566  0.18381  0.210
H  -1.51074  -1.33038  1.36361  0.365
H  -0.54094  0.70818  3.08214  0.179
H  0.92269  0.43912  1.98924  0.205
H  0.18274  -0.78272  3.14237  0.207
O  1.64270  -0.82221  -1.06971  -0.940
H  1.06545  -1.36815  -0.51219  0.488
H  1.45067  -1.33389  -1.86819  0.469
O  4.71921  -1.34018  0.09204  -0.929
H  4.19081  -0.72307  0.61729  0.462
H  3.94009  -1.71835  -0.36113  0.467
O  1.02785  1.65030  -2.15981  -0.970
H  1.47551  1.64996  -3.00842  0.463
H  0.97642  0.70642  -1.84760  0.488

***

No. 6
The following is a DFT calculation (the ωB97M-V functional and the def2-TZVPD basis) of a 4-piece molecular cluster, C4H15NO3 overall at a distorted geometry.

Properties
gap between HOMO and LUMO	8.10	eV
ΔE to the lowest compared entry with this formula, charge and spin	55.3	kcal per mole
maximum force	4.71	eV Å⁻¹

Each line ends with the natural charge from an NBO analysis.
Atoms and positions in Å:
C  0.11761  -2.24802  1.82015  -0.602
C  0.40693  -2.24784  0.34416  -0.426
C  -0.56583  -1.47113  -0.46234  -0.317
C  -1.59032  -0.64132  -0.11373  0.000
N  -2.63977  -0.32435  -0.89599  -0.806
H  -0.03995  -1.32858  2.24090  0.203
H  0.83210  -2.85495  2.40655  0.207
H  -0.83272  -2.81763  2.00477  0.197
H  1.32950  -1.57270  0.24909  0.195
H  0.67755  -3.21453  -0.17803  0.213
H  -0.65175  -2.01609  -1.46606  0.172
H  -1.43439  0.05804  0.68655  0.183
H  -3.10846  0.49976  -0.49269  0.388
H  -2.85676  -0.73418  -1.73613  0.391
O  5.14892  -5.12767  -0.41096  -0.924
H  4.47678  -5.51614  -0.98446  0.462
H  4.69359  -4.33666  -0.17307  0.462
O  1.00721  6.30025  -3.48692  -0.928
H  1.94118  6.04464  -3.42934  0.465
H  0.69184  6.05994  -2.63534  0.464
O  -2.50728  5.60637  1.98865  -0.968
H  -3.36369  5.81407  2.37694  0.484
H  -1.73228  6.06873  2.34729  0.484